Record 1
# C18H24N4O3Re

A molecular structure, C18H24N4O3Re (ωB97M-V/def2-TZVPD, the OMol25 dataset).

Calculated values
F_max	0.13888	hartree/bohr
lowest unoccupied orbital energy (alpha / beta)	-14.202 / -16.960	eV
Kohn-Sham gap (alpha / beta)	7.14 / 5.29	eV
⟨S²⟩	3.772
E_HOMO (alpha / beta)	-21.345 / -22.249	eV

```
! RIJCOSX wB97M-V def2-TZVPD def2/J DEFGRID3
* xyz 4 4
N 1.96687 -2.93575 -0.13381
C 2.63961 -3.70315 -0.68994
C 3.50188 -4.66176 -1.34254
H 4.33409 -4.92058 -0.68131
H 3.90171 -4.22916 -2.26157
H 2.93983 -5.56691 -1.58349
N -1.72052 1.70828 -2.91788
C -1.81859 2.43005 -3.82998
C -2.28525 3.18296 -4.96194
H -1.53003 3.17530 -5.74953
H -2.45681 4.22462 -4.67852
H -3.22227 2.75912 -5.34005
N 0.09396 1.11136 3.36544
C 0.01122 1.95253 4.16153
C -0.05818 2.97854 5.17956
H -1.10308 3.21692 5.39711
H 0.44764 3.87965 4.82626
H 0.43140 2.62954 6.09409
Re -0.28538 0.96775 -1.28806
C -1.77454 1.65904 -0.11336
O -2.58962 1.98770 0.63819
C -0.64222 -0.78932 -2.20364
O -0.81441 -1.84597 -2.63861
C 1.77848 0.68077 -2.12318
C 1.81298 0.49628 -0.73806
C 1.34753 1.50765 0.11215
C 0.84968 2.69582 -0.42424
C 0.66442 2.81766 -1.80665
C 1.12868 1.79550 -2.66148
H 2.14178 -0.13468 -2.74999
H 2.20668 -0.42640 -0.31781
H 1.37251 1.36005 1.19344
H 0.49782 3.45938 0.27385
H 0.18897 3.68682 -2.24970
H 0.99792 1.92328 -3.73530
C -1.33401 -2.91909 2.70175
N -0.59454 -1.93341 1.94662
C 0.76255 -1.65444 2.34433
C -1.11863 -1.28768 0.90211
C -2.51246 -1.57579 0.49445
O -0.34194 -0.45648 0.33378
H -0.65671 -3.27157 3.48678
H -1.62782 -3.75341 2.04819
H -2.22837 -2.45975 3.14706
H 1.47735 -1.91456 1.55104
H 0.88660 -0.60547 2.64776
H 0.97729 -2.28588 3.21582
H -3.21110 -1.35683 1.30972
H -2.80576 -0.97051 -0.36080
H -2.62720 -2.62804 0.21042
*
```

---

Record 2
# C18H24NO

A gas-phase ion, C18H24NO (charge +1) (ωB97M-V/def2-TZVPD, the OMol25 dataset).

Calculated values
F_max	0.01483	hartree/bohr
lowest unoccupied orbital energy	-2.554	eV
Kohn-Sham gap	8.92	eV
SMILES	CC[C@@H](C)[NH2+]CCOc1ccccc1-c1ccccc1
E_HOMO	-11.471	eV

```
! RIJCOSX wB97M-V def2-TZVPD def2/J DEFGRID3
* xyz 1 1
C -3.66317 0.20517 1.80083
C -2.38245 -0.06226 1.01673
C -2.60504 -1.03466 -0.14217
C -3.36607 -0.40549 -1.29668
N -1.26829 -1.49590 -0.65228
C -0.64266 -2.61186 0.09785
C 0.87625 -2.54467 -0.10356
O 1.17530 -1.17578 0.02471
C 2.48584 -0.71870 0.02464
C 3.60310 -1.52792 0.10200
C 4.86012 -0.94379 0.15998
C 4.99514 0.43197 0.15165
C 3.87169 1.23664 0.06402
C 2.60614 0.67491 -0.01673
C 1.39918 1.51205 -0.16223
C 0.55520 1.33498 -1.25735
C -0.56046 2.13873 -1.42097
C -0.86354 3.10849 -0.47839
C -0.03389 3.28300 0.61747
C 1.09465 2.49657 0.77121
H -3.44467 0.84703 2.64868
H -4.40584 0.70454 1.18658
H -4.08921 -0.72148 2.17701
H -1.99029 0.87954 0.62760
H -1.63913 -0.47299 1.70258
H -3.14125 -1.92192 0.21018
H -4.35272 -0.10006 -0.96334
H -2.84831 0.47629 -1.66503
H -3.50316 -1.11211 -2.11283
H -1.35109 -1.74193 -1.64427
H -0.58558 -0.70589 -0.58505
H -1.04813 -3.56997 -0.22635
H -0.86344 -2.46842 1.15661
H 1.37526 -3.15078 0.65965
H 1.17010 -2.91546 -1.09571
H 3.51311 -2.60283 0.11989
H 5.73220 -1.57568 0.21724
H 5.97442 0.87978 0.20684
H 3.96894 2.31116 0.03740
H 0.81669 0.60873 -2.01621
H -1.17968 2.02853 -2.30067
H -1.73246 3.73545 -0.60713
H -0.26034 4.04477 1.34735
H 1.74756 2.64222 1.61826
*
```

---

Record 3
# C18H24O

A single C18H24O molecule (ωB97M-V/def2-TZVPD, the OMol25 dataset).

Calculated values
F_max	0.05205	hartree/bohr
lowest unoccupied orbital energy	0.775	eV
Kohn-Sham gap	9.24	eV
SMILES	CC(=O)[C@@]1(C)c2cc3c(cc2[C@@H](C)C1(C)C)CCC3
E_HOMO	-8.468	eV

```
! RIJCOSX wB97M-V def2-TZVPD def2/J DEFGRID3
* xyz 0 1
C -1.44893 -0.40287 2.75688
C -2.24027 -0.53710 1.44919
O -3.43077 -0.75652 1.55111
C -1.63138 -0.42441 0.00757
C -2.65495 0.29671 -0.93281
C -0.36759 0.38491 0.04594
C -0.09990 1.61630 0.70410
C 1.14439 2.26635 0.59953
C 2.06301 1.68414 -0.27626
C 1.82799 0.47355 -0.90360
C 0.60599 -0.17230 -0.78429
C 0.03727 -1.37349 -1.49464
C 1.08479 -2.46962 -1.83431
C -1.16711 -1.77028 -0.59858
C -2.25572 -2.53176 -1.42813
C -0.65336 -2.72048 0.54310
C 3.30495 2.56290 -0.26714
C 3.09984 3.51110 0.92961
C 1.60851 3.55746 1.18443
H -0.37393 -0.36357 2.61638
H -1.60755 -1.29949 3.36578
H -1.71969 0.52795 3.26291
H -3.66924 -0.18002 -0.94225
H -2.77300 1.35629 -0.59176
H -2.28539 0.27344 -1.96675
H -0.90874 2.06342 1.30117
H 2.66537 0.02389 -1.44111
H -0.35644 -1.03046 -2.47804
H 0.62926 -3.40777 -2.22289
H 1.71713 -2.09006 -2.60776
H 1.69421 -2.69990 -0.92802
H -2.39514 -2.06930 -2.43274
H -1.87634 -3.50019 -1.69489
H -3.20979 -2.65721 -0.89508
H -1.52818 -2.97775 1.15247
H 0.12776 -2.24541 1.16175
H -0.28593 -3.69218 0.16100
H 4.25458 2.02619 -0.16501
H 3.37595 3.10670 -1.18741
H 3.63971 3.06001 1.78811
H 3.50613 4.50241 0.68526
H 1.31599 3.68694 2.20987
H 1.23655 4.39146 0.59730
*
```

---

Record 4
# C18H24O18

6 unconnected molecules or ions with the total composition C18H24O18 (ωB97M-V/def2-TZVPD, the OMol25 dataset).

Calculated values
F_max	0.14944	hartree/bohr
lowest unoccupied orbital energy	-0.092	eV
Kohn-Sham gap	9.87	eV
SMILES	O=C1OCCO1.O=C1OCCO1.O=C1OCCO1.O=C1OCCO1.O=C1OCCO1.O=C1OCCO1
E_HOMO	-9.962	eV

```
! RIJCOSX wB97M-V def2-TZVPD def2/J DEFGRID3
* xyz 0 1
O -17.11204 -18.91149 -15.61201
C -18.13244 -19.32244 -15.05361
O -18.76373 -18.62002 -14.12369
C -19.55036 -19.54761 -13.39016
C -20.03009 -20.32348 -14.56109
O -18.93377 -20.39331 -15.40095
H -19.03414 -20.22515 -12.71004
H -20.36185 -19.13043 -12.79388
H -20.88509 -19.90643 -15.09321
H -20.22633 -21.37449 -14.34906
O -22.23454 -20.68127 -12.73176
C -22.30132 -21.86920 -12.45672
O -22.27791 -22.81910 -13.32910
C -22.30834 -24.04274 -12.61998
C -22.98609 -23.70960 -11.32161
O -22.56724 -22.41574 -11.26161
H -22.92373 -24.86138 -12.99310
H -21.27333 -24.35662 -12.48459
H -22.57256 -24.34047 -10.53478
H -24.06401 -23.73817 -11.16224
O -19.71647 -22.37200 -11.31328
C -19.44278 -23.15527 -10.35624
O -20.14271 -24.24611 -10.05651
C -19.32788 -25.10035 -9.30118
C -18.48312 -24.07974 -8.54066
O -18.40959 -23.06247 -9.49579
H -19.82662 -25.55687 -8.44622
H -18.93050 -25.92253 -9.89633
H -17.58150 -24.69198 -8.52197
H -18.94167 -23.64787 -7.65110
O -23.51856 -23.97286 -7.87618
C -22.88416 -24.14290 -6.87474
O -23.28759 -24.74146 -5.87979
C -22.45247 -24.55757 -4.71693
C -21.31349 -23.84180 -5.36905
O -21.81212 -23.50878 -6.58425
H -23.08457 -23.84101 -4.19245
H -22.18101 -25.51712 -4.27682
H -20.41994 -24.44632 -5.52471
H -21.10682 -22.98083 -4.73334
O -18.74606 -28.14756 -11.09660
C -19.06923 -28.33733 -12.19991
O -18.68619 -27.79685 -13.37088
C -19.11983 -28.70425 -14.44569
C -20.30994 -29.41788 -13.80325
O -19.81575 -29.50589 -12.47061
H -19.58240 -28.16784 -15.27418
H -18.36858 -29.36221 -14.88250
H -20.37919 -30.36483 -14.33859
H -21.20978 -28.80274 -13.80376
O -16.34169 -26.61692 -5.83173
C -16.05352 -25.44713 -5.62471
O -15.63938 -24.52631 -6.56197
C -15.28137 -23.35942 -5.96034
C -15.37101 -23.58422 -4.43828
O -15.94478 -24.89818 -4.33472
H -14.27530 -23.15525 -6.32672
H -15.97370 -22.59602 -6.31530
H -16.01828 -22.72973 -4.24083
H -14.42035 -23.47000 -3.91740
*
```

---

Result set for energy above the lowest of the compared OMol25 structures with the same formula, charge and spin: 17.1; 3.9; 19.6; 403.8 kJ/mol, one per record in the order listed.
Result set for M: 530.6; 270.4; 256.4; 528.4 u, one per record in the order listed.